DFT (the ωB97M-V functional and the def2-TZVPD basis) results for 2 unconnected molecules or ions with the total composition C2H5FOS.

Output
multiplicity	1
LUMO (alpha / beta)	0.01104 / -0.02273	Ha
DFT total energy	-652.36650	a.u.

```
10
C2H5FOS, DFT the ωB97M-V functional and the def2-TZVPD basis
C 1.59 -0.34 0.58
C -2.02 -0.18 -0.51
O 1.18 1.82 -0.89
F -2.84 0.31 0.43
S 0.70 1.26 0.39
H 1.83 -0.48 1.63
H 2.49 -0.31 -0.03
H 0.95 -1.16 0.24
H -2.14 0.27 -1.48
H -1.75 -1.20 -0.35
```

These are the natural (NBO) partial charges, in e, on atoms 1 to 5: C -0.833; C 0.061; O -0.816; F -0.338; S 0.948